No. 1
Formula: C3H7AuFO2
Source: the Open Molecules 2025 dataset
Level of theory: the ωB97M-V functional and the def2-TZVPD basis

Last column: Löwdin spin population.
Atoms and positions in Å:
Au (0.196, -0.974, -1.144)  0.561
F (-0.773, -2.169, -2.203)  0.083
O (1.737, -0.155, -0.757)  0.698
O (-0.825, 0.944, 0.511)  0.121
C (1.636, 0.840, 0.211)  0.076
C (0.419, 0.739, 1.137)  0.015
C (-1.446, -0.241, -0.060)  0.329
H (0.429, -0.246, 1.647)  0.002
H (-1.743, -2.193, -2.012)  0.002
H (0.516, 1.514, 1.915)  0.000
H (-1.929, -0.929, 0.666)  0.031
H (-2.349, 0.180, -0.534)  0.021
H (2.526, 0.838, 0.876)  0.020
H (1.605, 1.850, -0.254)  0.042

Cartesian forces, eV/Å:
Au 0.20 0.13 0.35
F -6.10 -4.17 -2.99
O 4.30 3.22 1.91
O -0.50 -1.33 -0.60
C 0.29 1.10 1.46
C -0.27 -0.44 0.88
C -1.86 2.41 1.74
H 0.07 0.34 -0.11
H 1.83 -0.27 -0.75
H 0.08 -0.23 -0.37
H 1.16 0.00 0.22
H 0.65 -0.16 -0.71
H -0.05 -0.11 -0.67
H 0.21 -0.49 -0.36

Expectation value of S² ... 2.011
Net charge ... +1
Gap between HOMO and LUMO (spin up / spin down) ... 8.45 / 6.86 eV
Multiplicity ... 3

=====

No. 2
Formula: C9H11NO2S
Source: the Open Molecules 2025 dataset
Level of theory: the ωB97M-V functional and the def2-TZVPD basis

Last column: Löwdin charge in e.
Atoms and positions in Å:
S (-1.501, 1.255, -0.103)  1.059
O (1.898, 0.930, -1.054)  0.057
O (2.147, -1.010, 0.309)  -0.055
N (-2.372, -1.149, 0.208)  0.046
C (-5.171, -0.437, -0.111)  0.031
C (-2.797, 0.054, 0.008)  -0.606
C (3.300, 1.800, 0.858)  -0.016
C (-0.397, -0.020, 0.141)  -0.364
C (1.960, 1.491, 0.253)  -0.258
C (-1.028, -1.215, 0.273)  -0.224
C (1.510, 0.125, -0.017)  -0.410
C (-4.171, 0.438, -0.161)  -0.191
C (2.567, -1.806, -0.792)  -0.042
H (-4.344, 1.488, -0.354)  0.090
H (3.088, -1.190, -1.530)  0.095
H (3.659, 2.764, 0.504)  0.081
H (4.025, 1.033, 0.601)  0.085
H (3.245, -2.550, -0.380)  0.095
H (1.714, -2.295, -1.272)  0.096
H (3.192, 1.839, 1.939)  0.088
H (-6.194, -0.141, -0.263)  0.054
H (-4.972, -1.477, 0.084)  0.060
H (-0.550, -2.165, 0.428)  0.106
H (1.191, 2.239, 0.433)  0.124

Cartesian forces, eV/Å:
S -0.34 -0.77 0.03
O 0.29 -0.35 -1.13
O 0.09 0.24 0.10
N -1.00 -0.32 -0.01
C 0.16 0.20 0.00
C 0.95 0.40 -0.01
C -0.19 -0.12 -0.35
C 4.67 -0.31 -0.70
C 0.20 -0.08 1.01
C 0.58 0.53 0.09
C -4.66 0.79 1.14
C -0.79 0.09 -0.04
C 0.01 -0.11 -0.35
H -0.16 0.09 -0.02
H -0.01 -0.09 0.08
H 0.08 0.07 0.00
H 0.06 -0.06 0.02
H -0.05 -0.01 -0.06
H 0.04 0.02 0.06
H 0.04 0.03 0.10
H -0.18 0.13 -0.02
H 0.05 -0.19 0.02
H 0.19 -0.14 0.02
H -0.04 -0.05 0.02

Gap between HOMO and LUMO ... 8.95 eV

=====

no.,F_max (eV/Å)
1,7.97
2,4.86